C3H4N2O in the gas phase at a distorted geometry, computed with the ωB97M-V functional and the def2-TZVPD basis.

Structure (XYZ):
```
10
Properties=species:S:1:pos:R:3
O 2.18861 0.12539 -0.29917
C 0.87316 0.01631 -0.04688
C -0.09409 1.06370 0.00361
C -1.28133 0.40902 0.17165
N -0.98784 -0.95095 0.30940
N 0.35275 -1.15494 0.14947
H 2.52258 -0.78694 -0.28280
H 0.11586 2.12254 -0.05732
H -2.27891 0.83812 0.28902
H -1.41080 -1.68224 -0.23698
```

Properties
Net charge   0
SMILES string   Oc1cc[nH]n1
HOMO   -9.107 eV
Lowest unoccupied orbital energy   1.1 eV